A structure of composition C44H39F4IN8O16PS2. Source: OMol25; level of theory: ωB97M-V/def2-TZVPD.

## Properties
net charge: +1
frontier orbital gap: 0.22019 hartree
electronic energy: -140843.123 eV

Last column: Mulliken charge in e.
CARTESIAN COORDINATES (ANGSTROEM)
C: 0.860 -3.975 -10.228  -0.58
C: 5.913 3.629 -3.824  -0.44
C: -1.630 -4.834 -4.857  -0.73
N: 2.855 3.120 -1.742  0.88
H: 6.599 2.386 -5.431  0.55
H: 5.006 4.679 -2.196  0.42
C: -1.483 -2.645 -3.144  0.32
H: 2.701 -0.702 -9.305  0.44
C: -4.785 3.813 11.202  -0.01
N: -3.550 -3.360 -2.010  0.98
H: -5.464 6.221 8.928  0.38
H: -0.543 2.270 3.783  0.44
C: 11.485 0.925 -4.578  -0.40
O: -5.839 4.169 13.218  -0.60
H: 2.296 -1.261 -11.666  0.37
H: -4.593 -5.734 7.225  0.39
O: -4.435 -4.187 -1.923  -0.60
H: -1.683 -5.684 -5.527  0.38
O: 9.919 1.830 -6.610  -0.59
C: 1.753 -2.496 -8.567  0.20
H: -2.122 0.107 5.422  0.38
H: 0.200 -4.086 -5.703  0.53
C: 3.877 2.928 -2.770  0.13
H: 11.790 0.653 -5.580  0.44
S: -5.353 1.840 -0.657  0.94
C: -5.272 -4.054 6.076  -0.40
C: -5.040 5.320 9.356  -0.50
H: -5.700 -3.555 6.936  0.46
C: 12.244 0.504 -3.495  -0.45
O: -6.405 -1.626 5.615  -0.58
C: 2.186 -1.621 -9.555  -0.31
O: 0.405 -0.358 -0.617  -0.46
C: 10.349 1.693 -4.354  0.08
C: 4.766 1.651 -4.594  -0.65
N: -3.517 0.224 3.402  -0.93
H: 13.135 -0.090 -3.658  0.38
O: 1.651 -2.988 -6.316  -0.67
H: 12.461 0.520 -1.359  0.38
C: -4.411 0.256 -0.435  -1.45
H: -3.598 -6.890 5.280  0.39
F: -2.930 2.938 4.599  -0.23
C: -4.162 -5.362 3.881  -0.59
C: -1.841 2.836 5.438  0.73
C: 1.087 -3.671 -8.893  -0.17
H: -4.977 2.426 -1.850  0.21
N: -2.198 0.304 3.254  0.96
C: -4.091 -5.933 5.146  -0.40
O: 0.404 1.706 5.512  -0.56
O: 2.949 4.089 -1.013  -0.59
H: 1.061 0.341 -0.391  0.33
H: -3.727 -5.874 3.030  0.40
H: 10.425 1.868 -0.979  0.38
H: -3.512 2.104 10.864  0.44
C: -0.831 1.826 4.785  -0.01
H: -4.835 -3.700 2.716  0.57
I: -0.439 2.798 -1.052  0.08
C: 1.958 -1.933 -10.887  -0.49
H: 0.322 -2.142 -4.187  0.59
P: -1.075 0.433 -0.832  -0.06
H: 2.961 1.141 -3.567  0.63
H: 0.744 -4.354 -8.127  0.35
H: 6.744 4.320 -3.902  0.45
N: 2.015 -2.181 -7.160  1.04
H: 1.126 -3.354 -12.265  0.38
H: -2.991 2.745 8.545  0.66
H: 9.070 2.628 -2.887  0.43
H: -6.312 -1.172 1.908  0.27
C: -0.502 -2.841 -4.104  -0.72
C: -5.342 4.966 10.664  -0.38
H: -0.584 -0.350 4.511  0.38
C: -4.192 4.522 8.597  -0.44
C: 3.784 1.841 -3.633  -0.36
C: -2.033 0.335 0.779  0.75
C: 4.933 3.829 -2.862  -0.52
C: -0.573 -3.934 -4.958  -0.16
C: 11.863 0.846 -2.203  -0.40
F: -0.102 0.379 2.257  -0.35
S: -5.936 0.093 2.268  -0.21
N: 9.559 2.161 -5.497  1.02
O: -3.453 -2.373 -1.286  -0.56
O: 8.584 2.863 -5.266  -0.64
O: -5.022 2.695 0.494  -0.54
O: -6.023 -1.707 3.486  -0.57
H: -3.954 4.804 7.577  0.36
C: 1.298 -3.110 -11.223  -0.41
C: -2.529 -3.553 -3.042  -0.18
O: -4.550 2.448 13.041  -0.60
H: -3.711 0.165 -1.324  0.50
H: -6.003 5.594 11.247  0.45
C: -1.447 0.366 4.561  -1.07
C: -3.943 3.006 10.448  -0.57
C: -4.648 -5.283 6.241  -0.48
C: 5.831 2.541 -4.686  -0.44
C: -3.511 0.280 0.833  0.35
N: -5.082 3.448 12.592  0.99
C: -3.648 3.365 9.140  -0.15
H: -5.079 -0.652 -0.500  0.43
O: 1.951 2.288 -1.666  -0.46
H: 0.343 -4.890 -10.494  0.38
H: -1.417 -1.789 -2.485  0.18
C: -1.465 0.337 2.139  0.39
F: -2.174 2.420 6.703  -0.24
C: -4.104 0.208 2.189  0.36
O: -6.772 1.501 -0.621  -0.57
F: -1.236 4.071 5.474  -0.27
H: -3.430 -5.354 -3.823  0.47
C: -4.786 -4.135 3.706  -0.30
N: -5.969 -2.181 4.634  0.97
C: -5.332 -3.487 4.809  0.13
C: 10.720 1.606 -1.988  -0.53
C: -2.614 -4.646 -3.896  -0.43
H: 1.075 2.182 4.990  0.39
O: 2.585 -1.135 -6.908  -0.59
H: 4.705 0.806 -5.269  0.46
C: 9.957 2.034 -3.066  -0.12